# 1
The following is a DFT calculation (the ωB97M-V functional and the def2-TZVPD basis) of a cluster of 2 separate species, C11H15NS in total at a distorted geometry.

Its HOMO-LUMO gap is 5.599 eV.

Positions of all 28 atoms, in Å:
S: -3.56350 -1.62896 0.07581
N: -2.91948 2.48934 -0.04645
C: 1.45975 0.93926 0.03424
C: 0.68810 1.19019 1.40242
C: 0.70697 1.21486 -1.20116
C: 0.06429 -1.15382 -1.24803
C: -1.26109 0.58323 0.03892
C: -0.57591 0.21609 1.32671
C: -0.58611 0.25748 -1.16137
C: 2.01738 -0.51588 0.09737
C: 0.82576 -1.49463 -0.04290
C: -0.04248 -1.26035 1.21313
C: -2.26680 1.55558 0.14394
H: 0.67112 -1.06537 -2.13513
H: -3.66475 -0.85117 -0.96077
H: -0.78454 -1.79050 -1.34896
H: 1.17500 0.82357 2.20875
H: -0.88204 -2.02993 1.09509
H: 0.37941 2.33883 1.42596
H: 1.39313 0.82513 -2.00392
H: -1.17566 0.51631 -2.15667
H: 0.53162 -1.40635 2.06207
H: 1.27860 -2.55826 0.01810
H: -1.20201 0.36706 2.12193
H: 2.60864 -0.76841 -0.71908
H: 0.24734 2.24428 -1.22786
H: 2.53685 -0.63059 0.93570
H: 2.34042 1.59300 0.05218

---

# 2
The following is a DFT calculation (the ωB97M-V functional and the def2-TZVPD basis) of a structure of composition C56H48CuF3N7PSTe.

Its HOMO-LUMO gap (spin up / spin down) is 7.087 / 6.118 eV. As for the expectation value of S²: 0.754. The spin multiplicity is 2. The total charge is +1.

Positions of all 118 atoms, in Å:
Te: -0.68241 -3.63393 1.72789
Cu: -0.68692 0.14158 0.12732
S: -2.89608 0.29447 1.39484
P: 2.09222 -0.08098 -1.62081
F: -4.29774 1.62384 3.62730
F: -4.46691 3.72223 3.14468
F: -3.35065 3.09690 4.88060
N: -0.19113 1.47957 -1.43569
N: 1.40400 2.52539 -2.51448
N: -0.83355 1.75814 1.28406
N: 1.26953 -0.29465 1.06527
N: 3.44314 -0.05859 0.80770
N: 0.89509 -2.32102 -2.73918
N: -0.40300 -1.38071 -1.23313
C: 4.34286 -0.14354 3.11432
C: 5.49146 1.02835 4.87868
C: -0.27809 -3.03931 -2.72440
C: -2.90041 -4.14280 -1.59185
C: -2.18183 4.44426 -0.84181
C: -2.47179 -2.82188 -1.44815
C: 4.75880 0.12021 0.19142
C: -3.38516 -1.87108 -1.00862
C: 0.24277 -5.31237 -3.60568
C: 2.24168 -0.10933 0.18576
C: 0.31841 3.38144 -2.47652
C: -1.73035 -5.47948 1.70508
C: 0.02814 -6.34131 -4.51392
C: 1.09885 -0.66188 3.54782
C: -1.09109 -2.43176 -1.80282
C: 5.28379 -1.16538 3.18845
C: 1.31170 5.63573 -2.90098
C: -2.36732 2.73245 2.78438
C: -0.81690 6.29386 -4.55344
C: 0.01572 2.77684 1.44162
C: 2.67351 2.76736 -3.20097
C: -4.33395 2.69365 -0.98287
C: 2.03134 -2.57886 -3.62620
C: -0.39399 -1.16477 5.86518
C: -4.50455 3.95919 -0.44368
C: -4.21126 -4.49132 -1.31059
C: -0.28885 3.84031 2.25413
C: 0.19664 7.21661 -4.32663
C: -2.03014 1.69566 1.89263
C: 0.30062 4.70454 -3.12856
C: 1.73630 -0.98874 4.74944
C: -5.11300 -3.53447 -0.86099
C: -0.51670 -4.14847 -3.67184
C: 6.32296 -1.09377 4.10700
C: -3.63269 2.77140 3.60661
C: -0.28980 -0.62751 3.52758
C: -3.08644 2.29760 -1.44417
C: -2.00532 3.16743 -1.37653
C: 0.99436 -1.23498 5.89343
C: -1.50215 3.79387 2.93754
C: -1.71425 -5.05239 -5.55770
C: -4.69238 -2.22241 -0.70192
C: 1.26192 6.88654 -3.50026
C: -3.42582 4.83587 -0.37502
C: 0.78046 -1.32087 -1.83936
C: 3.22046 -0.22395 2.15420
C: 1.05117 1.38983 -1.86564
C: 1.86095 -0.38804 2.30727
C: 6.42474 0.00128 4.95405
C: -0.94862 -6.21042 -5.49116
C: -1.49808 -4.02393 -4.65254
C: -1.03451 -0.86914 4.67223
C: -0.76530 5.04256 -3.95948
C: 4.45387 0.95631 3.96089
C: -0.66934 2.70963 -1.79783
C: 0.53321 -4.15591 3.39321
H: 7.04548 -1.89708 4.16703
H: 5.40623 0.62851 0.89892
H: 0.39022 4.67355 2.35975
H: -1.33974 5.12408 -0.77898
H: 3.39826 3.22854 -2.53227
H: 2.76494 -3.21597 -3.13638
H: -2.95044 1.30313 -1.85399
H: 3.71267 1.74515 3.90742
H: 2.04954 7.60488 -3.31391
H: -2.05942 -5.70024 2.71787
H: 1.50628 -1.49039 6.81219
H: 2.49599 3.43001 -4.04224
H: -3.08719 -0.83567 -0.92227
H: -2.11566 -0.82986 4.61411
H: -2.20495 -4.91615 -1.89036
H: 0.75314 -5.21965 3.33095
H: -2.48029 -4.95086 -6.31536
H: -1.64835 6.54762 -5.19774
H: -4.52586 -5.51996 -1.43163
H: 3.06862 1.82282 -3.56408
H: -2.59696 -5.36308 1.05863
H: -1.77257 4.59764 3.61199
H: -3.55417 5.82152 0.05378
H: 2.81204 -1.07148 4.80537
H: -0.96818 -1.35298 6.76330
H: 0.94975 2.71622 0.89345
H: 0.15335 8.19397 -4.78942
H: 2.13062 5.39524 -2.23233
H: -5.16864 2.00699 -1.03516
H: -1.55458 4.32177 -4.13424
H: 1.46102 -3.59026 3.34001
H: 2.49940 -1.64101 -3.90668
H: 5.20023 -0.83984 -0.06807
H: -6.13581 -3.81102 -0.64110
H: 0.98905 -5.42260 -2.82661
H: 7.22931 0.05309 5.67624
H: 0.61737 -7.24705 -4.45141
H: 4.66451 0.72388 -0.70573
H: -1.08582 -6.26962 1.32918
H: 5.56927 1.88270 5.53835
H: -5.37682 -1.46518 -0.34045
H: -5.47329 4.26263 -0.06875
H: 0.01660 -3.92259 4.32098
H: 1.66642 -3.07693 -4.51853
H: 5.19173 -2.02867 2.53890
H: -1.11537 -7.01125 -6.20022
H: -0.82257 -0.43705 2.60651
H: -2.09758 -3.12244 -4.69417

---

# 3
The following is a DFT calculation (the ωB97M-V functional and the def2-TZVPD basis) of a structure of composition C22H37AuO2Si at a distorted geometry.

Its HOMO-LUMO gap (spin up / spin down) is 6.398 / 4.925 eV. As for the expectation value of S²: 2.023. The spin multiplicity is 3.

Positions of all 63 atoms, in Å:
Au: -0.34358 -0.10754 1.84788
Si: 0.81078 1.60626 3.04593
O: -0.56183 -0.09452 -3.36762
O: 2.01060 0.48724 -2.52523
C: 1.39306 -1.65431 3.18510
C: -3.29398 -1.34316 2.22002
C: 0.55603 -2.65338 3.71585
C: -1.50154 -1.75693 -4.93030
C: 0.33477 -2.78233 1.42696
C: 0.14054 0.00179 -1.06868
C: -2.19967 0.40029 3.26879
C: 1.24385 -1.66803 1.72040
C: 1.39022 -0.54533 -1.73903
C: 0.98706 -1.55624 -4.69417
C: 1.60484 1.73386 -1.90836
C: -0.08050 -3.34604 2.63445
C: -0.06587 3.26572 2.86615
C: -0.38458 0.42734 -5.46806
C: 0.24860 1.54053 -1.21138
C: 2.55617 1.80692 2.36191
C: -0.66221 1.13176 -4.15642
C: -2.36598 0.76308 1.84656
C: -0.33905 -0.84004 -4.60302
C: 0.94910 1.27469 4.90053
C: -2.77915 -0.89120 3.45951
C: -3.03855 -0.37725 1.22003
H: -1.29080 -2.22789 -5.89458
H: 0.44585 -2.88987 4.77660
H: -2.41805 -1.17167 -5.00512
H: 1.46214 0.33242 5.12963
H: 2.13666 -0.86089 -0.98806
H: 0.10772 -3.14584 0.42176
H: -1.61705 -2.52894 -4.16997
H: -0.58784 1.91670 -1.81502
H: 1.81918 -0.93965 -4.33266
H: 1.52967 2.09738 5.35067
H: -1.67602 1.54678 -4.05649
H: 2.35383 1.96118 -1.12662
H: -3.87433 -2.25950 2.09007
H: 1.62212 2.54310 -2.65451
H: -3.33548 -0.43279 0.17321
H: 0.22643 2.02314 -0.22558
H: -1.23432 0.44061 -6.15531
H: 1.15944 -1.78481 -5.75495
H: -2.86273 -1.40430 4.41836
H: -0.22907 3.52514 1.81400
H: -0.72848 -4.21231 2.76144
H: 0.57389 4.04004 3.31478
H: 1.97208 -1.24360 1.03479
H: -0.03787 1.24975 5.38236
H: 2.57532 1.76074 1.26460
H: -1.89388 1.08989 4.06221
H: 2.93755 2.79206 2.67479
H: 0.94323 -2.50247 -4.15032
H: -2.24646 1.76460 1.43956
H: 3.22958 1.03661 2.76064
H: 0.57649 0.66915 -5.93145
H: 0.10200 1.87239 -3.88421
H: -1.02966 3.27569 3.38830
H: 0.16589 -0.30883 -0.00846
H: 2.11125 -1.04497 3.73146
H: -0.77490 -0.38689 -1.51136
H: 1.17749 -1.41536 -2.37236

---

# 4
The following is a DFT calculation (the ωB97M-V functional and the def2-TZVPD basis) of a structure of composition H6O3Rb at a distorted geometry.

Its HOMO-LUMO gap (spin up / spin down) is 14.492 / 3.622 eV. As for the expectation value of S²: 0.756. The spin multiplicity is 2. The total charge is +2.

Positions of all 10 atoms, in Å:
Rb: 0.73346 -0.94769 1.63171
O: 1.15800 -1.65110 -1.21363
O: -1.06469 0.08912 -0.43971
O: 0.13777 1.82573 1.92496
H: 0.25596 2.38863 1.15984
H: -1.46716 0.84806 -0.86191
H: 0.48401 -1.57574 -1.88911
H: -1.20123 -0.62946 -1.05716
H: -0.73958 2.03629 2.24457
H: 1.70347 -2.38386 -1.49957

---

# 5
The following is a DFT calculation (the ωB97M-V functional and the def2-TZVPD basis) of an isolated molecule of C3H6NOP at a distorted geometry.

Its structure (SMILES) is C=C=NPOC. Its HOMO-LUMO gap is 8.698 eV.

Positions of all 12 atoms, in Å:
P: 1.86073 -0.08914 0.12903
O: 1.32982 0.00942 -1.43018
N: 0.39896 0.59110 1.06893
C: -1.91087 0.84634 2.17690
C: 0.53190 -0.98005 -2.00711
C: -0.73994 0.73377 1.52649
H: 2.54986 1.00394 0.06665
H: -2.12021 0.39522 3.12239
H: -0.50799 -0.85719 -2.03422
H: 0.75566 -1.13571 -3.01189
H: 0.63473 -1.98125 -1.55606
H: -2.78265 1.46357 1.94908

---

Per-record calculated total energy, hartree: -880.93431, -5493.65768, -1435.90456, -252.63540, -589.16563
Per-record energy above the lowest of the compared OMol25 structures with the same formula, charge and spin, kcal/mol: 104.1, 0.0, 13.0, 0.8, 50.6